# 1
{"formula": "C23H29N3O3", "method": "wB97M-V/def2-TZVPD", "smiles": "COc1cccc(NC(=O)[C@H](CC(C)C)NC(=O)[C@@H]2Cc3ccccc3CN2)c1", "relative_energy_kj_mol": 154.5, "e_homo_ha": -0.297, "e_tot_ha": -1283.877117, "e_lumo_ev": 0.601, "orbital_gap_ev": 8.67, "species": ["O", "O", "O", "N", "N", "N", "C", "C", "C", "C", "C", "C", "C", "C", "C", "C", "C", "C", "C", "C", "C", "C", "C", "C", "C", "C", "C", "C", "C", "H", "H", "H", "H", "H", "H", "H", "H", "H", "H", "H", "H", "H", "H", "H", "H", "H", "H", "H", "H", "H", "H", "H", "H", "H", "H", "H", "H", "H"], "positions_angstrom": [[-6.1339, -1.9968, 0.3387], [-0.5132, -1.9379, 1.0366], [-1.3722, 2.5138, 0.2196], [1.6713, -1.8737, -1.8007], [-2.0774, 0.3714, 0.5760], [0.6507, -0.2791, 0.0362], [-5.5311, -0.7843, 0.1683], [4.5513, -0.4714, 1.8924], [3.6625, -1.5286, 1.7893], [3.1262, -1.7928, -1.9038], [3.6861, -1.2989, -0.6042], [1.1423, -2.5408, -0.6165], [0.3243, -1.5573, 0.2292], [1.5172, 2.8360, -0.2179], [2.2550, -3.0599, 0.3202], [-6.1781, 0.3776, -0.2386], [4.5743, -0.2416, -0.4971], [-3.4432, 0.4283, 0.2905], [5.0101, 0.1676, 0.7523], [1.3502, 1.8752, 0.9690], [2.7018, 3.7552, 0.0783], [-1.1538, 1.3577, 0.5076], [-4.0932, 1.5908, -0.1190], [0.2437, 0.8172, 0.8948], [1.7376, 2.1328, -1.5549], [-7.5161, -2.0961, 0.1029], [3.2343, -1.9514, 0.5422], [-4.1650, -0.7504, 0.4302], [-5.4486, 1.5474, -0.3764], [4.8848, -0.1423, 2.8652], [-3.5393, 2.5069, -0.2280], [3.5857, -2.7695, -2.1409], [1.2841, -2.2678, -2.6481], [3.3006, -2.0253, 2.6776], [-8.0874, -1.4458, 0.7737], [1.3130, -0.0921, -0.7032], [0.6127, 3.4422, -0.2955], [2.5556, 4.2845, 1.0167], [-1.7461, -0.5473, 0.8778], [-7.2357, 0.3857, -0.4483], [0.8449, 1.5977, -1.8689], [2.5814, 1.4462, -1.4977], [-5.9557, 2.4470, -0.6925], [3.3623, -1.1061, -2.7216], [1.8089, -3.3995, 1.2549], [1.1530, 2.4849, 1.8530], [2.7547, -3.9104, -0.1538], [0.4812, -3.3745, -0.8807], [1.9604, 2.8733, -2.3210], [2.2934, 1.3449, 1.1352], [5.7030, 0.9916, 0.8371], [3.6214, 3.1765, 0.1498], [-7.7668, -1.8557, -0.9357], [-7.7756, -3.1346, 0.3032], [4.9275, 0.2589, -1.3878], [-3.6748, -1.6587, 0.7457], [0.1202, 0.3879, 1.9015], [2.8195, 4.4917, -0.7129]], "atomic_forces_ev_per_a": [[0.352, 0.115, 0.042], [-0.190, -0.270, 0.416], [-0.082, 0.287, -0.046], [-0.014, -0.240, -0.300], [-0.192, -0.447, 0.097], [0.033, 0.319, -0.107], [0.181, 0.100, 0.012], [0.067, 0.078, 0.058], [-0.038, -0.048, -0.060], [0.287, -0.075, -0.185], [0.093, -0.013, -0.007], [-0.255, -0.104, 0.313], [0.140, -0.055, -0.503], [0.179, 0.088, 0.041], [-0.101, -0.031, -0.119], [-0.309, -0.221, -0.008], [-0.026, -0.096, -0.030], [-0.369, 0.086, -0.107], [0.080, 0.082, 0.062], [-0.391, 0.140, -0.171], [-0.248, -0.114, -0.047], [0.410, -0.306, 0.222], [0.077, 0.281, -0.055], [0.036, 0.109, 0.313], [-0.185, 0.249, 0.177], [-0.224, 0.000, -0.044], [0.177, -0.005, -0.019], [-0.140, -0.044, -0.014], [0.090, -0.121, 0.043], [0.033, 0.030, 0.085], [0.016, 0.018, 0.002], [-0.050, 0.135, -0.011], [-0.034, 0.059, 0.125], [-0.053, -0.056, 0.103], [0.023, -0.016, -0.041], [-0.155, -0.090, -0.014], [0.121, -0.082, 0.012], [0.035, 0.086, 0.126], [0.120, 0.204, -0.032], [-0.096, -0.043, -0.009], [-0.071, -0.133, -0.124], [0.127, -0.143, -0.042], [-0.032, 0.075, -0.024], [0.087, -0.076, 0.091], [0.007, -0.037, -0.042], [0.054, -0.016, 0.052], [-0.044, -0.020, 0.019], [0.052, 0.191, 0.028], [0.027, 0.010, -0.119], [0.014, -0.028, 0.074], [0.058, 0.071, 0.013], [0.176, -0.055, 0.022], [0.007, 0.005, 0.051], [-0.031, 0.083, -0.026], [0.012, 0.065, -0.092], [0.073, -0.142, 0.046], [0.022, 0.056, -0.170], [0.062, 0.102, -0.078]]}

=====

# 2
{"formula": "C5H9NO", "method": "wB97M-V/def2-TZVPD", "smiles": "C[C@H]1N[C@H]1[C@H]1CO1", "relative_energy_kj_mol": 286.8, "e_homo_ha": -0.342, "e_tot_ha": -325.828323, "e_lumo_ev": 1.129, "orbital_gap_ev": 10.45, "species": ["O", "N", "C", "C", "C", "C", "C", "H", "H", "H", "H", "H", "H", "H", "H", "H"], "positions_angstrom": [[1.3589, -1.3123, -0.2407], [-0.1486, 0.1275, 1.6464], [0.2296, 0.8034, 0.4067], [-2.0984, -0.3160, -0.0313], [2.3396, -0.3101, -0.4745], [-1.1989, 0.6081, 0.7529], [0.9173, -0.0201, -0.6500], [-1.7144, 1.4743, 1.1687], [2.8282, 0.0792, 0.4187], [0.6656, 1.7929, 0.5426], [0.0123, -0.8713, 1.5117], [2.9873, -0.4751, -1.3344], [-1.5353, -1.0672, -0.5960], [-2.7951, -0.8410, 0.6318], [-2.6926, 0.2690, -0.7432], [0.5091, -0.0029, -1.6614]], "atomic_forces_ev_per_a": [[-0.063, -0.200, -0.021], [0.034, -0.181, 0.130], [0.091, 0.150, -0.116], [0.040, -0.063, 0.004], [0.252, 0.125, -0.053], [-0.192, 0.118, -0.100], [-0.132, 0.191, -0.045], [0.070, -0.121, -0.101], [-0.056, -0.117, -0.102], [-0.063, -0.125, -0.002], [-0.057, 0.121, 0.022], [-0.143, -0.005, 0.111], [-0.036, 0.079, 0.125], [0.101, 0.083, -0.084], [0.093, -0.121, 0.085], [0.060, 0.067, 0.145]]}

=====

# 3
{"formula": "C18H46BN4O4P", "method": "wB97M-V/def2-TZVPD", "smiles": "[H]/N=C/CN(C[C@@H](OCN)B(C)O)P(=N)(O)O.CCCCCC.CCCCCC", "e_homo_ha": -0.328, "e_tot_ha": -1599.710036, "e_lumo_ev": 0.251, "orbital_gap_ev": 9.17, "species": ["P", "O", "O", "O", "O", "N", "N", "N", "N", "C", "C", "C", "C", "C", "C", "C", "C", "C", "C", "C", "C", "C", "C", "C", "C", "C", "C", "B", "H", "H", "H", "H", "H", "H", "H", "H", "H", "H", "H", "H", "H", "H", "H", "H", "H", "H", "H", "H", "H", "H", "H", "H", "H", "H", "H", "H", "H", "H", "H", "H", "H", "H", "H", "H", "H", "H", "H", "H", "H", "H", "H", "H", "H", "H"], "positions_angstrom": [[0.5734, -0.3718, -4.5727], [-2.2953, 1.9282, -4.5022], [1.4039, -1.7533, -4.5953], [-3.4608, -0.6048, -4.8327], [1.7072, 0.7514, -4.4233], [-0.3161, -0.1339, -5.8106], [1.0837, 0.8236, -0.1684], [-0.9875, 3.8456, -5.0172], [-0.1694, -0.3502, -3.0657], [1.0819, -6.8427, 2.7318], [0.1039, 4.5287, 3.9543], [1.4912, 0.4405, -1.3123], [2.2703, 3.1442, 4.1152], [0.6012, -4.3200, 0.9482], [-0.4662, -5.0635, 1.7523], [-0.3156, 3.8731, 1.5222], [1.3591, -3.2445, 1.7248], [-0.5933, 3.5701, 2.9911], [1.9915, 2.5743, 5.5030], [0.0474, -5.7566, 3.0128], [-0.8842, 0.9102, -2.7273], [-2.2778, 1.0967, -3.3580], [0.4642, -2.1175, 2.2314], [-2.0910, 3.3057, -4.2569], [0.7929, -0.7164, -1.9861], [-3.2818, -1.2589, -2.3728], [1.6315, 4.5116, 3.8774], [-3.0074, -0.2885, -3.5860], [1.9045, 1.0536, -5.3152], [0.7457, 3.7758, 1.2857], [0.4683, -5.0202, 3.7026], [-0.6292, 4.8866, 1.2639], [-0.2765, -0.9138, -6.4512], [1.9790, -6.4348, 2.2638], [2.3191, 0.9441, -1.8119], [-1.0479, 0.8725, -1.6529], [2.3478, 3.2533, 6.2802], [-2.8520, 1.6034, -2.5652], [-4.3602, -1.3461, -2.2250], [2.4975, 1.6175, 5.6377], [-0.2142, 4.2985, 4.9748], [-1.2775, 4.0002, -5.9718], [1.3897, -7.3328, 3.6562], [0.8227, -2.4915, -4.3903], [3.3513, 3.2408, 3.9835], [1.0559, -1.3565, 2.7416], [-0.2422, 5.5479, 3.7561], [0.9257, 2.4061, 5.6634], [-3.5441, -1.5554, -4.9112], [2.0236, 5.2200, 4.6139], [1.5575, -1.3870, -2.3677], [2.1226, -2.8189, 1.0672], [-1.2639, -4.3689, 2.0296], [-0.8595, 3.1783, 0.8805], [-1.6708, 3.6266, 3.1654], [1.6464, 1.6010, 0.1732], [1.9336, 2.4333, 3.3549], [1.3200, -5.0380, 0.5430], [0.2610, -1.2511, -1.1976], [0.1192, -3.8564, 0.0803], [-2.8682, -0.8928, -1.4319], [-1.9184, 3.4940, -3.1958], [-0.3045, 2.5386, 3.2109], [0.6722, -7.6074, 2.0687], [-0.2397, 3.1651, -5.0523], [-0.2845, -2.4796, 2.9378], [-2.8760, -2.2587, -2.5331], [-0.2676, 1.7797, -2.9630], [-2.9847, 3.8451, -4.5751], [-0.9323, -5.8104, 1.1019], [-0.8042, -6.2051, 3.5307], [1.9522, 4.8873, 2.9017], [-0.0527, -1.6321, 1.4013], [1.8982, -3.6930, 2.5637]], "atomic_forces_ev_per_a": [[-0.808, -0.102, -0.780], [-0.011, -0.220, -0.016], [0.151, 0.212, 0.341], [0.538, 0.167, 0.136], [0.149, -0.183, 0.218], [0.361, 0.011, 0.437], [0.192, -0.289, -0.352], [-0.097, 0.068, 0.076], [1.099, 0.213, -0.159], [-0.015, 0.062, 0.078], [0.002, -0.022, 0.041], [-0.301, 0.418, 0.609], [0.035, 0.028, 0.079], [0.047, -0.037, -0.016], [-0.032, 0.041, 0.003], [-0.063, -0.133, 0.024], [-0.065, 0.079, -0.054], [-0.023, 0.074, -0.044], [0.015, -0.049, -0.088], [0.000, -0.090, -0.042], [-0.671, -0.371, -0.102], [-0.237, 0.257, 0.093], [0.087, -0.047, 0.024], [0.205, 0.167, -0.393], [-0.085, -0.012, 0.483], [0.256, 0.208, 0.185], [-0.002, 0.010, -0.038], [-0.015, -0.076, -0.199], [0.160, 0.228, -0.178], [0.006, 0.038, -0.013], [-0.014, 0.020, -0.004], [0.042, 0.022, 0.004], [-0.250, 0.048, -0.191], [0.002, -0.008, -0.015], [0.020, -0.148, -0.243], [0.237, 0.048, 0.070], [-0.027, 0.014, 0.013], [-0.099, 0.019, 0.038], [-0.072, -0.103, -0.050], [-0.001, -0.001, 0.026], [0.018, 0.003, 0.007], [0.019, -0.058, -0.120], [0.011, -0.023, -0.011], [-0.048, -0.232, -0.053], [0.003, -0.016, -0.023], [-0.031, 0.041, -0.015], [-0.010, -0.001, -0.015], [-0.005, 0.010, 0.013], [-0.509, -0.229, -0.111], [0.018, -0.010, 0.009], [-0.049, -0.072, -0.144], [0.026, -0.005, 0.019], [0.007, 0.010, -0.009], [0.027, 0.013, -0.040], [-0.005, -0.025, 0.010], [0.011, 0.052, 0.015], [-0.005, 0.012, -0.015], [-0.012, -0.013, 0.001], [-0.188, 0.059, -0.008], [0.000, 0.020, 0.003], [0.059, -0.016, 0.033], [-0.026, -0.105, 0.127], [-0.005, -0.003, 0.012], [0.015, 0.004, -0.029], [0.098, -0.039, 0.045], [-0.011, -0.011, -0.010], [-0.053, -0.110, -0.066], [0.069, 0.108, 0.161], [-0.106, 0.061, 0.163], [-0.002, -0.016, 0.010], [-0.001, 0.017, 0.025], [-0.012, 0.009, 0.001], [-0.025, 0.036, 0.026], [0.006, -0.030, -0.013]]}